{
  "formula": "C7H12",
  "method": "wB97M-V/def2-TZVPD",
  "orbital_gap_ev": 8.427,
  "fmax_ha_per_bohr": 0.007,
  "de_lowest_kcal_mol": 95.1,
  "energy_ev": -7449.3088,
  "species": ["C", "C", "C", "C", "C", "C", "C", "H", "H", "H", "H", "H", "H", "H", "H", "H", "H", "H", "H"],
  "coordinates": [[1.174, 2.378, -0.888], [-0.661, -2.101, 0.020], [-1.731, -1.135, 0.462], [-0.078, 1.644, -0.598], [0.495, -0.281, 1.468], [-0.327, -0.656, 0.253], [-0.001, 0.202, -0.972], [-2.092, -1.206, 1.485], [-0.784, 0.038, -1.728], [0.278, 0.756, 1.756], [0.904, 3.116, -1.659], [1.570, -0.359, 1.260], [1.451, 2.994, -0.024], [0.965, -0.130, -1.400], [2.043, 1.796, -1.238], [0.268, -0.923, 2.326], [-0.688, -2.463, -1.005], [-0.296, -2.832, 0.739], [-2.489, -0.837, -0.257]],
  "atomic_forces_ev_per_a": [[0.0, -0.1, 0.0], [0.1, -0.2, -0.1], [-0.2, 0.1, 0.1], [0.3, -0.2, -0.2], [0.0, 0.0, 0.1], [0.0, 0.0, 0.1], [0.0, 0.0, 0.0], [0.1, 0.0, -0.2], [0.1, 0.0, 0.1], [0.0, -0.1, 0.0], [0.0, 0.0, 0.1], [-0.1, 0.0, 0.0], [-0.1, 0.0, -0.1], [-0.1, 0.1, 0.1], [-0.1, 0.0, 0.0], [0.0, 0.0, -0.1], [0.0, 0.1, 0.2], [-0.1, 0.2, -0.1], [0.1, 0.0, 0.1]]
}

***

{
  "formula": "C7H12",
  "method": "wB97M-V/def2-TZVPD",
  "smiles": "CC1CC2(CC2)C1",
  "orbital_gap_ev": 10.902,
  "fmax_ha_per_bohr": 0.005,
  "de_lowest_kcal_mol": 29.9,
  "energy_ev": -7452.1350,
  "species": ["C", "C", "C", "C", "C", "C", "C", "H", "H", "H", "H", "H", "H", "H", "H", "H", "H", "H", "H"],
  "coordinates": [[-0.234, -0.008, -1.073], [2.197, -0.694, -0.158], [-0.142, -0.215, 1.103], [2.122, 0.776, 0.161], [-2.524, 0.306, 0.163], [-1.229, -0.475, 0.028], [0.872, -0.016, -0.016], [2.294, 1.051, 1.200], [-0.476, 0.985, -1.473], [-3.204, 0.116, -0.676], [-0.087, -0.699, -1.911], [2.543, -1.389, 0.603], [0.062, -1.009, 1.830], [-1.435, -1.548, -0.057], [2.483, -0.961, -1.174], [-2.318, 1.384, 0.188], [-0.322, 0.723, 1.647], [-3.049, 0.045, 1.089], [2.455, 1.509, -0.568]],
  "atomic_forces_ev_per_a": [[0.0, 0.0, -0.1], [0.1, -0.2, 0.0], [0.0, 0.0, 0.1], [0.0, 0.2, 0.0], [0.0, 0.0, 0.0], [-0.1, -0.1, 0.0], [0.1, 0.0, 0.0], [0.1, 0.1, -0.2], [0.0, -0.1, 0.1], [0.1, 0.0, 0.1], [0.0, 0.1, 0.1], [-0.1, 0.1, -0.1], [-0.1, 0.1, -0.1], [0.0, 0.2, 0.0], [0.0, 0.0, 0.2], [0.0, -0.2, 0.0], [0.0, -0.2, -0.1], [0.1, 0.0, -0.1], [-0.1, -0.2, 0.0]]
}